No. 1
C27H27BrCoN6O3S2 | ωB97M-V/def2-TZVPD

Summary:
LUMO energy (spin up / spin down) = -0.1375 / -0.1374 hartree
Charge = +1
Frontier orbital gap (spin up / spin down) = 7.40 / 7.40 eV
Largest force on an atom = 1.00 eV/A
HOMO level (spin up / spin down) = -11.14 / -11.14 eV

The geometry in XYZ format:
```
67
Properties=species:S:1:pos:R:3:forces:R:3:nbo_charge:R:1
Co -1.208 -0.664 -0.184 0.138 -0.239 -0.664 1.09
C 2.111 -0.114 4.010 -0.045 0.033 0.026 -0.62
C 1.164 -1.216 4.463 0.034 -0.005 -0.062 -0.22
N -0.105 -1.242 3.732 -0.015 0.009 -0.021 -0.57
C -0.233 -1.390 2.417 0.059 -0.040 0.089 0.34
S -1.870 -1.468 1.762 -0.126 -0.316 -0.068 -0.06
N 0.818 -1.534 1.636 -0.127 0.019 -0.032 -0.44
N 0.339 -1.684 0.374 0.412 0.855 -0.305 -0.24
C 0.983 -2.290 -0.556 -0.365 -0.259 0.017 0.34
C 2.392 -2.754 -0.467 -0.061 -0.169 0.105 -0.70
C 0.094 -2.605 -1.697 0.125 0.103 -0.024 0.15
C 0.472 -3.403 -2.761 0.019 0.060 -0.076 -0.23
C -0.469 -3.708 -3.738 0.007 -0.014 0.025 -0.13
C -1.751 -3.203 -3.624 0.015 0.012 0.006 -0.24
C -2.055 -2.403 -2.531 -0.066 -0.046 0.006 0.08
N -1.162 -2.118 -1.594 -0.114 -0.216 0.517 -0.44
H 2.914 -0.012 4.739 0.010 0.000 -0.009 0.22
H 1.585 0.839 3.943 0.006 0.005 0.029 0.22
H 2.547 -0.341 3.040 -0.016 0.004 -0.016 0.22
H 0.896 -1.059 5.506 -0.006 -0.060 0.013 0.22
H 1.641 -2.196 4.383 0.022 0.013 -0.007 0.20
H -0.957 -1.203 4.266 0.000 0.071 -0.005 0.42
H 2.842 -2.377 0.447 0.009 0.013 -0.007 0.27
H 2.948 -2.376 -1.328 0.018 0.009 0.011 0.24
H 2.458 -3.844 -0.467 -0.017 0.003 -0.016 0.25
H 1.483 -3.782 -2.820 -0.001 -0.001 0.000 0.24
H -0.200 -4.341 -4.572 0.003 0.010 -0.007 0.24
H -2.512 -3.423 -4.357 -0.005 -0.007 0.008 0.24
H -3.044 -1.987 -2.395 -0.001 -0.002 0.017 0.23
Br -2.236 6.652 3.180 0.005 0.027 0.009 0.09
C -1.888 4.801 3.108 -0.003 -0.003 0.009 -0.14
C -1.826 4.065 4.286 0.011 -0.051 0.028 0.03
N -1.594 2.757 4.303 -0.004 0.021 -0.049 -0.41
C -1.412 2.146 3.134 0.038 -0.019 0.055 0.06
C -1.456 2.800 1.912 0.054 0.068 0.022 -0.20
C -1.703 4.167 1.897 -0.027 -0.015 -0.018 -0.15
C -1.293 2.063 0.619 0.212 -0.148 -0.246 0.79
O -1.646 2.567 -0.431 -0.008 0.104 0.013 -0.64
O -0.729 0.883 0.738 -0.197 -0.014 0.766 -0.76
H -1.970 4.551 5.243 -0.001 0.018 -0.006 0.21
H -1.228 1.081 3.162 0.010 0.006 -0.016 0.20
H -1.749 4.701 0.958 -0.010 -0.009 -0.006 0.25
S -4.469 1.804 -1.760 -0.054 -0.015 -0.023 0.56
C -4.855 1.316 -0.170 -0.063 0.002 -0.001 -0.43
C -3.974 0.388 0.259 -0.006 -0.188 -0.103 -0.04
N -2.998 0.052 -0.664 0.114 0.631 0.016 -0.52
C -3.152 0.759 -1.763 -0.088 -0.281 -0.077 -0.10
H -5.699 1.722 0.361 0.001 -0.016 0.009 0.27
H -4.003 -0.103 1.217 0.079 0.047 0.059 0.25
H -2.478 0.689 -2.599 0.059 0.065 0.060 0.25
C 0.387 0.384 -4.109 -0.056 0.132 -0.019 -0.72
C 0.624 0.379 -2.628 0.234 0.068 0.297 0.66
O -0.333 0.299 -1.863 -0.199 -0.261 -0.280 -0.64
C 2.007 0.449 -2.107 -0.060 0.000 0.000 -0.22
C 2.202 0.662 -0.739 0.005 0.071 -0.031 -0.18
C 3.486 0.725 -0.229 0.014 -0.006 -0.007 -0.16
C 4.580 0.575 -1.074 -0.009 -0.017 0.018 -0.17
C 4.392 0.375 -2.436 -0.017 -0.022 -0.020 -0.22
C 3.109 0.317 -2.953 0.019 -0.053 -0.010 -0.16
H -0.680 0.425 -4.312 0.005 -0.014 0.003 0.23
H 0.799 -0.530 -4.541 0.004 0.004 -0.008 0.25
H 0.882 1.231 -4.585 0.019 -0.016 -0.007 0.26
H 1.345 0.797 -0.092 -0.005 0.009 0.013 0.26
H 3.636 0.898 0.829 -0.001 -0.002 -0.002 0.22
H 5.583 0.619 -0.672 0.000 0.022 -0.001 0.23
H 5.244 0.272 -3.094 0.005 -0.010 0.007 0.23
H 2.972 0.159 -4.015 0.004 0.023 0.002 0.22
```
Forces are in eV/Å.

***

No. 2
C2H3O2P | ωB97M-V/def2-TZVPD

Summary:
LUMO energy = -0.0624 hartree
Frontier orbital gap = 8.00 eV
Largest force on an atom = 10.19 eV/A
HOMO level = -9.70 eV

The geometry in XYZ format:
```
8
Properties=species:S:1:pos:R:3:forces:R:3:nbo_charge:R:1
C 0.784 0.619 1.453 1.181 -0.547 0.837 0.34
C 0.614 -0.365 0.372 7.932 -5.892 -2.503 0.02
O -0.185 1.014 2.009 -1.985 0.985 0.587 -0.46
O 1.687 -1.324 0.059 -6.000 5.927 2.162 -0.55
P -0.902 -0.779 -0.270 -2.716 -0.280 -2.240 0.37
H 1.744 0.851 1.921 0.704 -0.157 -0.746 0.16
H -1.594 0.528 -0.609 1.101 -1.655 0.140 0.04
H -0.605 -1.564 -1.561 -0.219 1.619 1.763 0.08
```
Forces are in eV/Å.

***

No. 3
C3BrF4N | ωB97M-V/def2-TZVPD

Summary:
LUMO energy (spin up / spin down) = -0.0528 / -0.0528 hartree
Frontier orbital gap (spin up / spin down) = 9.00 / 9.00 eV
Largest force on an atom = 3.11 eV/A
HOMO level (spin up / spin down) = -10.44 / -10.44 eV

The geometry in XYZ format:
```
9
Properties=species:S:1:pos:R:3:forces:R:3:nbo_charge:R:1
C -0.843 -1.956 1.517 -2.496 -0.733 1.698 0.04
C 1.348 0.478 -0.267 1.037 0.782 0.924 0.32
C 0.115 0.993 -1.031 -0.788 -0.596 0.475 0.80
N -1.778 -2.157 2.177 1.185 0.426 -0.816 -0.26
F 1.352 1.077 0.922 -0.186 -0.149 -1.049 -0.32
F 0.348 2.182 -1.570 0.208 0.096 0.017 -0.30
F -0.987 1.068 -0.261 0.060 0.196 -0.129 -0.32
F -0.130 0.105 -1.996 -0.120 0.138 -0.318 -0.31
Br 0.575 -1.790 0.509 1.100 -0.160 -0.802 0.35
```
Forces are in eV/Å.

***

No. 4
C33H20F2GaIN2O2 | ωB97M-V/def2-TZVPD

Summary:
LUMO energy = -0.0086 hartree
Frontier orbital gap = 8.36 eV
Largest force on an atom = 0.37 eV/A
HOMO level = -8.60 eV

The geometry in XYZ format:
```
61
Properties=species:S:1:pos:R:3:forces:R:3:nbo_charge:R:1
Ga 0.063 0.412 0.086 0.035 0.166 -0.008 1.70
F -5.135 0.601 1.579 -0.006 -0.008 -0.007 -0.32
C -3.833 0.536 1.905 0.015 0.007 0.016 0.43
C -2.882 0.527 0.901 0.022 -0.066 -0.043 -0.30
C -1.542 0.454 1.244 0.140 -0.233 -0.040 -0.42
C -1.152 0.426 2.597 -0.009 -0.046 -0.007 -0.13
C -2.156 0.415 3.557 -0.002 0.027 0.014 0.43
F -1.857 0.338 4.872 0.003 0.010 0.005 -0.33
C -3.498 0.465 3.240 -0.042 -0.013 0.008 -0.37
C 0.301 0.398 2.906 -0.032 -0.025 -0.025 0.26
C 0.875 0.545 4.165 0.023 -0.040 0.039 -0.23
C 2.252 0.533 4.286 0.015 -0.001 -0.027 -0.13
C 3.052 0.371 3.164 0.006 -0.008 0.029 -0.26
C 2.425 0.241 1.944 -0.078 -0.001 0.010 0.09
N 1.099 0.253 1.834 0.004 0.045 -0.034 -0.55
H -3.206 0.564 -0.130 -0.024 -0.004 0.009 0.23
H -4.252 0.452 4.014 0.010 0.018 0.001 0.25
H 0.257 0.682 5.035 -0.013 -0.001 -0.013 0.24
H 2.703 0.658 5.262 -0.005 -0.005 -0.002 0.22
H 4.131 0.359 3.228 -0.004 0.007 0.000 0.23
H 2.977 0.134 1.018 -0.002 -0.006 -0.004 0.22
C 2.834 0.516 -3.074 -0.004 -0.019 -0.023 -0.20
C 3.313 -0.779 -3.165 0.018 0.040 -0.017 -0.21
C 2.745 -1.778 -2.393 -0.023 -0.022 -0.029 -0.21
C 1.697 -1.506 -1.508 0.022 0.065 -0.119 0.00
C 1.228 -0.186 -1.388 -0.083 -0.258 0.259 -0.53
C 1.807 0.800 -2.186 -0.044 0.040 -0.020 -0.20
C 1.092 -2.625 -0.721 0.012 0.001 0.034 0.21
C 1.541 -3.961 -0.925 0.067 -0.043 -0.030 -0.25
C 1.011 -4.975 -0.200 0.011 -0.002 -0.012 -0.12
C -0.008 -4.703 0.737 -0.025 0.029 0.026 -0.13
C -0.612 -5.715 1.517 -0.021 -0.023 0.004 -0.17
C -1.615 -5.409 2.390 -0.016 0.022 0.016 -0.21
C -2.058 -4.075 2.502 0.002 0.006 -0.002 -0.20
C -1.487 -3.080 1.759 0.014 0.081 -0.019 -0.22
C -0.429 -3.361 0.863 0.039 -0.027 -0.030 0.24
N 0.143 -2.344 0.144 -0.017 0.047 -0.003 -0.46
H 3.265 1.303 -3.679 -0.008 0.009 0.001 0.21
H 4.129 -1.017 -3.836 -0.011 -0.010 -0.006 0.21
H 3.144 -2.776 -2.499 -0.002 0.052 0.011 0.20
H 1.449 1.817 -2.098 0.031 0.010 0.021 0.23
H 2.303 -4.178 -1.656 -0.032 -0.014 0.038 0.22
H 1.352 -5.995 -0.340 -0.006 -0.003 0.002 0.22
H -0.270 -6.737 1.402 0.014 0.009 -0.002 0.21
H -2.078 -6.183 2.988 0.006 0.002 -0.008 0.22
H -2.866 -3.835 3.182 -0.003 -0.003 -0.004 0.22
H -1.843 -2.066 1.831 -0.015 0.166 0.020 0.23
I -0.866 9.101 -1.768 0.005 -0.073 0.029 0.13
C -0.543 7.178 -1.004 -0.011 0.104 -0.036 -0.13
C -0.187 7.026 0.328 -0.003 -0.052 -0.005 -0.26
C 0.029 5.750 0.825 -0.020 0.067 0.026 -0.15
C -0.101 4.640 0.002 0.003 -0.010 -0.024 -0.16
C -0.460 4.811 -1.329 0.018 0.027 -0.028 -0.15
C -0.687 6.081 -1.840 0.002 -0.017 0.031 -0.26
C 0.145 3.271 0.578 0.000 -0.054 0.069 0.80
O 0.320 3.125 1.778 0.011 0.006 -0.004 -0.66
O 0.162 2.313 -0.301 0.002 0.058 -0.080 -0.86
H -0.082 7.890 0.970 0.004 -0.002 -0.005 0.22
H 0.301 5.601 1.862 0.001 -0.021 -0.009 0.24
H -0.562 3.942 -1.965 -0.002 -0.004 0.007 0.23
H -0.971 6.215 -2.874 0.008 -0.007 0.002 0.22
```
Forces are in eV/Å.

***

No. 5
C4H5FeO5 | ωB97M-V/def2-TZVPD

Summary:
LUMO energy (spin up / spin down) = -0.1533 / -0.3225 hartree
<S²> = 12.01
Spin multiplicity = 7
Charge = +1
Frontier orbital gap (spin up / spin down) = 9.28 / 5.17 eV
Largest force on an atom = 4.13 eV/A
HOMO level (spin up / spin down) = -13.45 / -13.94 eV

The geometry in XYZ format:
```
15
Properties=species:S:1:pos:R:3:forces:R:3:nbo_charge:R:1
O -0.019 1.340 -1.273 -1.222 1.759 0.380 -0.65
Fe -1.114 2.575 -0.070 0.746 -0.737 -0.065 1.39
O 0.830 2.381 0.469 -1.091 1.435 -0.105 -0.63
C 0.971 1.615 -0.518 1.935 -3.651 -0.021 0.95
O 2.052 0.856 -0.606 -1.502 0.560 -0.039 -0.47
O -0.723 -0.329 1.831 0.360 0.160 -0.204 -0.54
C 0.270 -0.987 2.027 -0.027 0.371 0.118 0.43
C 1.152 -1.574 0.954 0.584 -0.476 0.589 -0.20
O 0.794 -1.213 -0.348 -0.086 1.236 -0.710 -0.49
C 1.731 -0.524 -1.094 1.247 -1.702 -0.004 0.21
H 0.635 -1.184 3.059 -0.223 -0.129 -0.214 0.14
H 1.079 -2.671 1.049 -0.004 0.199 0.004 0.24
H 2.201 -1.316 1.193 -0.299 -0.025 -0.067 0.21
H 1.445 -0.590 -2.147 -0.234 0.702 0.341 0.22
H 2.720 -0.995 -0.990 -0.185 0.297 -0.005 0.19
```
Forces are in eV/Å.

***

No. 6
C30H26BrCl5N7OW | ωB97M-V/def2-TZVPD

Summary:
LUMO energy (spin up / spin down) = -0.1248 / -0.1395 hartree
<S²> = 2.02
Spin multiplicity = 3
Charge = +1
Frontier orbital gap (spin up / spin down) = 7.20 / 7.47 eV
Largest force on an atom = 2.64 eV/A
HOMO level (spin up / spin down) = -10.60 / -11.26 eV

The geometry in XYZ format:
```
71
Properties=species:S:1:pos:R:3:forces:R:3:lowdin_charge:R:1
W 0.181 -0.311 -0.396 0.370 -0.456 1.116 1.62
O -1.406 2.687 -2.733 1.705 -1.274 0.734 0.09
C -0.613 1.969 -2.110 -1.649 1.307 -0.283 -0.43
N -0.848 0.644 -1.796 0.417 0.048 -0.535 -0.14
C -1.594 -0.163 -2.762 -0.826 -0.236 0.077 -0.12
C -0.829 -1.441 -3.028 0.326 0.444 0.077 -0.22
C -0.950 -2.199 -4.201 0.065 0.738 1.279 0.01
C -0.100 -3.258 -4.331 0.514 -1.569 -1.158 -0.04
C 0.739 -3.663 -3.293 0.681 -0.399 0.192 -0.02
C 0.771 -2.890 -2.166 -0.682 0.563 0.200 -0.14
N 0.055 -1.752 -2.058 -0.325 0.074 -0.746 -0.07
C 0.669 2.508 -1.509 0.659 0.873 -1.208 -0.19
C 1.143 3.806 -1.802 -0.756 -1.017 0.285 0.04
C 2.361 4.203 -1.285 -0.025 0.410 0.349 -0.02
C 3.099 3.314 -0.515 -0.961 -0.467 -0.475 -0.01
C 2.576 2.038 -0.313 1.322 -0.398 0.425 -0.12
N 1.420 1.629 -0.841 -0.607 0.033 0.586 -0.04
H -1.798 0.405 -3.664 0.263 0.128 -0.221 0.13
H -2.607 -0.424 -2.391 0.517 0.045 -0.003 0.13
H -1.674 -1.932 -4.949 -0.024 0.112 -0.215 0.13
H -0.076 -3.829 -5.274 -0.142 0.307 0.586 0.13
H 1.423 -4.537 -3.321 -0.783 0.656 -0.300 0.14
H 1.330 -3.111 -1.283 0.512 -0.369 0.106 0.11
H 0.543 4.457 -2.418 -0.156 0.047 0.022 0.13
H 2.691 5.236 -1.409 0.069 -0.360 -0.204 0.13
H 4.056 3.593 -0.133 0.402 0.011 0.365 0.11
H 3.172 1.299 0.276 -0.752 0.619 -0.603 0.14
Cl 2.550 -0.385 -3.101 -0.001 0.142 0.455 0.74
C 3.105 -0.959 -1.556 0.782 -0.929 1.164 -0.68
C 2.282 -0.979 -0.396 -0.656 0.345 -1.307 -0.37
C 2.829 -1.429 0.783 0.293 0.001 0.116 -0.68
Cl 1.797 -1.417 2.204 0.189 0.116 -0.492 0.76
C 4.150 -1.853 0.909 0.405 -0.387 0.197 -0.69
Cl 4.783 -2.239 2.476 -0.023 -0.013 -0.550 0.71
C 4.933 -1.966 -0.244 -0.083 0.708 -0.624 -0.68
Cl 6.573 -2.491 -0.209 -0.371 -0.039 0.298 0.72
C 4.416 -1.506 -1.485 -1.192 0.337 0.457 -0.70
Cl 5.324 -1.592 -2.920 0.452 -0.131 -0.061 0.72
Br -4.330 -5.175 1.546 0.166 0.209 -0.127 0.76
C -3.117 -3.825 0.991 0.747 -0.338 0.255 -0.68
C -1.740 -4.021 1.158 -1.138 2.138 -1.061 -0.10
C -0.856 -3.013 0.752 -0.093 -0.163 0.410 -0.14
C -1.286 -1.768 0.234 -0.302 -0.431 0.225 -0.30
C -2.683 -1.657 0.061 -0.017 0.615 -0.532 -0.15
C -3.570 -2.662 0.419 -0.638 0.250 -0.345 -0.13
H -1.438 -4.921 1.563 0.942 -1.650 0.777 0.08
H 0.211 -3.214 0.898 -0.338 0.075 -0.089 0.07
H -3.156 -0.782 -0.444 0.566 -0.628 0.552 0.09
H -4.628 -2.537 0.192 0.177 -0.012 0.206 0.11
C -1.974 1.582 0.998 0.481 -0.059 0.729 -0.14
N -2.643 2.415 1.991 -0.191 -1.469 -0.298 -0.07
C -1.819 3.546 2.370 0.698 -0.251 -0.269 -0.16
N -0.516 3.108 2.898 0.260 -1.151 0.010 -0.07
C 0.225 2.298 1.897 -1.938 0.668 -0.503 -0.13
N -0.577 1.062 1.450 -0.278 0.206 0.626 -0.13
C -0.900 0.275 2.752 -0.962 0.356 -0.553 -0.18
N -1.631 1.073 3.720 0.841 0.237 -0.194 -0.08
C -2.892 1.549 3.164 0.691 1.302 0.056 -0.14
C -0.800 2.236 4.059 -0.324 0.867 0.856 -0.16
H -1.844 2.174 0.125 0.274 0.444 -0.821 0.10
H -2.532 0.672 0.741 -0.098 0.543 0.323 0.09
H -2.359 4.129 3.117 0.195 0.012 0.026 0.13
H -1.596 4.171 1.510 -0.292 0.143 -0.266 0.13
H 1.164 2.006 2.293 0.781 -0.565 0.570 0.11
H 0.434 2.908 1.008 -0.330 -0.048 0.288 0.11
H -0.017 -0.157 3.169 0.701 0.410 0.358 0.04
H -1.509 -0.577 2.502 -0.369 -0.213 -0.491 0.11
H -3.390 2.148 3.922 -0.134 -0.026 0.129 0.13
H -3.522 0.741 2.876 -0.445 -0.747 -0.224 0.12
H 0.143 1.878 4.482 -0.086 0.070 -0.003 0.13
H -1.327 2.877 4.826 0.525 -0.810 -0.719 0.15
```
Forces are in eV/Å.